(1)
Below is a molecular structure, C15H29AsBrN3O3PtSi2, with properties calculated with ωB97M-V with the def2-TZVPD basis set.

Each line ends with the Mulliken charge.
CARTESIAN COORDINATES (ANGSTROEM)
Pt1 0.007 0.021 -1.352  0.777
O1 5.487 2.595 -2.126  -0.521
C1 4.355 1.899 -2.335  1.100
C2 4.321 0.510 -2.432  -0.590
C3 3.105 -0.112 -2.624  -0.593
N1 1.954 0.555 -2.715  -0.472
C4 2.018 1.879 -2.655  0.133
Br1 0.342 2.755 -2.843  -0.131
C5 3.164 2.612 -2.462  -0.434
H1 6.239 1.995 -2.082  0.298
H2 5.229 -0.076 -2.351  0.296
H3 3.018 -1.190 -2.698  0.457
H4 3.155 3.689 -2.395  0.452
C6 -4.084 -1.716 -1.390  -1.520
C7 -2.683 -1.255 -1.648  0.592
N2 -2.265 -0.085 -1.300  -0.071
O2 -3.183 0.695 -0.615  -0.532
C8 -1.733 -2.113 -2.317  0.441
C9 -2.102 -3.469 -2.842  -1.525
N3 -0.506 -1.658 -2.417  0.310
O3 0.434 -2.291 -2.970  -0.755
H5 -4.542 -1.106 -0.618  0.469
H6 -4.089 -2.761 -1.082  0.345
H7 -4.683 -1.624 -2.298  0.345
H8 -2.787 1.571 -0.655  0.358
H9 -3.024 -3.445 -3.424  0.361
H10 -2.231 -4.183 -2.024  0.288
H11 -1.290 -3.818 -3.475  0.404
C10 1.544 -2.604 0.810  -0.987
Si1 0.591 -1.367 1.872  0.369
C11 1.424 -1.190 3.563  -1.062
C12 -1.159 -2.057 2.077  -0.766
As1 0.736 0.712 0.774  -0.308
Si2 -0.599 2.206 2.008  0.501
C13 -1.648 3.351 0.916  -1.045
C14 0.656 3.272 2.944  -1.122
C15 -1.768 1.417 3.268  -1.110
H12 1.615 -3.581 1.296  0.373
H13 2.558 -2.252 0.606  0.249
H14 1.046 -2.741 -0.153  0.206
H15 1.534 -2.152 4.069  0.350
H16 0.845 -0.532 4.215  0.270
H17 2.418 -0.753 3.447  0.293
H18 -1.128 -2.995 2.637  0.407
H19 -1.599 -2.259 1.097  0.029
H20 -1.817 -1.370 2.608  0.255
H21 -1.173 3.543 -0.050  0.253
H22 -1.794 4.313 1.412  0.385
H23 -2.638 2.924 0.745  0.253
H24 1.313 3.794 2.246  0.290
H25 1.281 2.645 3.585  0.310
H26 0.166 4.019 3.573  0.351
H27 -2.561 0.860 2.766  0.286
H28 -2.236 2.188 3.884  0.409
H29 -1.233 0.734 3.931  0.281

Force components x, y, z for each atom (eV/Å):
Pt -0.4 0.1 -0.3
O 0.0 0.1 0.0
C -0.3 -0.2 0.0
C 0.1 0.0 0.0
C -0.1 -0.1 0.0
N 0.0 0.4 0.0
C -0.1 -0.3 -0.1
Br 0.2 0.4 -0.1
C 0.1 0.1 0.0
H 0.0 0.0 0.0
H 0.0 0.0 0.0
H 0.0 0.0 0.0
H 0.0 0.0 0.0
C 0.0 0.0 0.1
C -0.1 0.3 0.1
N 0.5 -0.3 -0.1
O -0.2 0.1 0.1
C 0.0 -0.4 -0.3
C 0.1 0.2 0.0
N 0.1 -0.3 0.2
O -0.1 -0.1 -0.1
H 0.0 -0.1 0.0
H 0.0 0.0 0.0
H 0.0 0.0 0.0
H 0.1 0.1 0.0
H 0.0 0.0 0.0
H 0.0 0.0 0.0
H 0.0 0.0 0.0
C 0.0 0.3 0.1
Si 0.2 -0.6 0.2
C -0.2 0.0 -0.2
C 0.2 0.4 -0.1
As -0.3 0.0 0.4
Si -0.2 0.4 0.5
C 0.2 -0.3 0.0
C -0.1 -0.2 -0.1
C 0.2 0.0 -0.2
H 0.0 0.0 0.1
H 0.0 0.0 0.0
H 0.0 0.0 0.0
H 0.0 0.0 0.0
H 0.0 0.0 0.0
H 0.0 0.0 0.0
H 0.1 0.0 0.0
H 0.0 0.0 0.0
H 0.0 0.0 0.0
H 0.0 0.0 0.0
H 0.0 0.0 0.0
H 0.0 0.0 0.0
H 0.0 0.0 0.0
H 0.0 0.0 0.0
H -0.1 0.0 0.0
H 0.0 0.0 0.0
H 0.0 0.0 0.0
H 0.0 0.0 0.0

- lowest unoccupied orbital energy (alpha / beta) (eV) = 0.39 / -1.34
- largest force on an atom (eV Å⁻¹) = 0.7
- energy relative to the best compared isomer or geometry (same formula, charge and spin) (eV) = 0.470
- total charge = 0
- gap between HOMO and LUMO (alpha / beta) (Eh) = 0.26301 / 0.22470
- spin multiplicity = 3
- highest occupied orbital energy (alpha / beta) (eV) = -6.76 / -7.45

(2)
Below is C4H8N2 in the gas phase, with properties calculated with ωB97M-V with the def2-TZVPD basis set.

Each line ends with the Mulliken charge.
CARTESIAN COORDINATES (ANGSTROEM)
C1 -1.743 0.188 1.287  -0.273
C2 0.490 -0.475 -0.078  -0.113
C3 -0.088 0.186 -1.289  -0.608
C4 1.418 -0.115 -1.192  -0.790
H1 -2.554 0.250 2.001  0.290
H2 -1.918 -0.086 0.221  0.215
H3 1.365 0.165 1.715  0.255
H4 0.206 -1.469 0.082  0.447
H5 -0.233 1.281 -1.089  0.266
H6 -0.843 -0.365 -1.825  0.389
H7 2.062 0.700 -0.910  0.276
H8 1.834 -0.828 -1.885  0.250
N1 -0.576 0.309 1.852  -0.658
N2 0.578 0.258 1.110  0.054

Force components x, y, z for each atom (eV/Å):
C 1.7 -0.6 0.4
C 0.8 0.3 -0.8
C 1.1 2.3 1.3
C -0.9 -0.4 -0.4
H -0.2 0.1 -0.3
H 0.1 0.4 1.0
H 0.4 -0.3 0.1
H -0.3 -1.7 -0.1
H -0.5 -1.2 -0.5
H 0.4 0.0 -0.5
H 0.0 0.4 -0.4
H 0.1 -0.3 0.3
N -1.1 0.5 -0.5
N -1.4 0.7 0.5

- lowest unoccupied orbital energy (eV) = 1.19
- largest force on an atom (eV Å⁻¹) = 2.8
- energy relative to the best compared isomer or geometry (same formula, charge and spin) (eV) = 2.638
- total charge = 0
- gap between HOMO and LUMO (Eh) = 0.36468
- SMILES = C=NNC1CC1
- highest occupied orbital energy (eV) = -8.73

(3)
Below is 3 unconnected molecules or ions with the total composition C22H39ClN3O5, with properties calculated with ωB97M-V with the def2-TZVPD basis set.

Each line ends with the Mulliken charge.
CARTESIAN COORDINATES (ANGSTROEM)
C1 4.014 -1.501 3.377  -0.552
C2 5.391 -0.915 2.856  0.682
O1 6.230 -1.721 2.416  -0.504
O2 5.758 0.454 2.878  -0.412
C3 5.317 1.150 1.685  0.072
C4 6.092 0.735 0.348  -0.700
C5 5.147 0.363 -0.882  -0.634
C6 4.402 -1.067 -0.700  0.159
C7 3.206 -1.236 -1.753  -0.888
C8 2.136 -2.254 -1.126  -0.931
C9 0.651 -1.689 -0.985  -0.337
N1 -0.117 -2.716 -0.156  0.237
C10 -1.006 -2.053 0.848  -1.567
C11 -1.700 -0.737 0.296  0.815
C12 -2.449 -0.065 1.577  -0.906
C13 -1.714 1.233 2.110  0.444
O3 -1.913 2.337 1.590  -0.549
O4 -0.838 1.190 3.235  -0.490
O5 -0.794 0.274 -0.213  -0.389
C14 0.538 -0.204 -0.411  -0.140
Cl1 1.606 0.080 1.086  -0.110
H1 3.235 -1.582 2.543  -0.135
H2 3.575 -0.962 4.273  0.320
H3 4.219 -2.584 3.698  0.317
H4 4.194 1.027 1.541  -0.133
H5 5.496 2.262 1.876  0.354
H6 6.872 -0.078 0.531  0.349
H7 6.684 1.665 0.022  0.325
H8 5.751 0.263 -1.851  0.325
H9 4.295 1.123 -1.023  0.285
H10 5.213 -1.846 -0.939  0.360
H11 4.107 -1.261 0.383  -0.411
H12 3.665 -1.761 -2.665  0.379
H13 2.774 -0.262 -2.140  0.518
H14 2.068 -3.154 -1.841  0.398
H15 2.566 -2.674 -0.155  0.518
H16 0.116 -1.681 -2.001  0.174
H17 0.577 -3.270 0.387  0.441
H18 -0.609 -3.410 -0.749  0.461
H19 -1.857 -2.800 1.076  0.638
H20 -0.503 -1.864 1.859  0.343
H21 -2.508 -0.930 -0.496  0.219
H22 -3.551 0.109 1.376  0.366
H23 -2.407 -0.832 2.434  0.414
H24 0.007 1.630 3.014  0.350
H25 0.997 0.476 -1.211  0.459
C15 -2.128 5.354 0.686  -0.605
C16 -2.987 5.411 -0.573  -0.354
C17 -3.086 6.819 -1.165  -0.442
C18 -3.708 7.749 -0.169  0.221
N2 -4.195 8.475 0.611  -0.420
H26 -2.551 5.962 1.489  0.353
H27 -2.063 4.328 1.055  -0.075
H28 -1.113 5.708 0.483  0.300
H29 -3.988 5.038 -0.336  0.284
H30 -2.562 4.737 -1.324  0.266
H31 -3.698 6.805 -2.070  0.302
H32 -2.094 7.193 -1.433  0.291
C19 -6.146 -2.700 -1.934  -1.114
C20 -5.100 -3.296 -2.869  -0.407
C21 -4.454 -4.566 -2.309  -0.421
C22 -3.760 -4.260 -1.017  0.280
N3 -3.221 -4.020 -0.002  -0.544
H33 -5.706 -2.388 -0.982  0.299
H34 -6.599 -1.815 -2.386  0.334
H35 -6.942 -3.420 -1.725  0.329
H36 -4.329 -2.544 -3.066  0.261
H37 -5.571 -3.530 -3.827  0.331
H38 -3.723 -4.962 -3.019  0.282
H39 -5.209 -5.337 -2.135  0.315

Force components x, y, z for each atom (eV/Å):
C 0.0 -0.3 0.3
C 2.3 -2.0 -1.2
O -2.6 2.3 1.3
O -1.5 -1.4 -0.3
C -0.3 0.8 -0.9
C 0.4 0.8 -0.6
C -0.8 -1.0 0.3
C 1.3 0.5 -0.5
C 0.9 -1.2 0.2
C -0.1 -0.2 -1.3
C 0.7 0.1 -0.7
N 0.9 0.1 0.8
C -2.5 0.1 1.2
C -1.0 0.6 1.4
C 0.4 -1.2 1.4
C 0.0 3.4 -0.8
O 0.4 -3.6 1.1
O -1.0 -1.5 -1.8
O 1.6 -2.1 -0.3
C -0.2 0.7 -1.2
Cl -0.8 -0.5 -0.9
H 1.2 0.4 1.1
H 0.6 -0.4 -1.3
H -0.1 1.7 -0.5
H 1.3 0.0 0.2
H -0.2 -1.7 0.0
H -1.3 1.0 -0.1
H -0.7 -1.4 0.5
H -0.8 0.5 1.4
H 1.5 -0.7 0.2
H -1.3 0.9 0.4
H 0.1 0.5 -1.5
H -0.8 0.9 1.2
H 0.4 -1.1 0.8
H -0.1 1.2 1.1
H -0.9 0.8 -1.0
H 0.9 0.2 1.4
H -0.4 0.4 -0.5
H -0.1 0.6 0.4
H 1.3 1.3 -0.4
H -0.1 -0.1 -1.8
H 1.4 0.0 1.0
H 1.6 0.2 0.1
H -0.2 1.0 -1.2
H -0.8 0.2 0.0
H -0.7 -1.0 1.3
C 0.0 -0.2 0.1
C 0.1 -0.2 0.3
C -0.5 0.2 0.6
C -0.7 1.3 1.0
N 1.2 -1.8 -1.8
H 0.0 0.1 -0.1
H 0.0 0.4 -0.1
H -0.1 0.0 0.0
H 0.0 0.1 -0.1
H -0.1 0.1 -0.1
H 0.0 0.2 0.1
H -0.1 0.1 0.1
C -0.1 0.0 0.0
C -0.2 0.3 0.0
C 0.3 0.4 0.5
C 0.9 0.0 1.6
N -1.2 -0.5 -2.7
H 0.0 -0.1 0.0
H 0.0 -0.1 0.0
H 0.1 0.1 0.0
H 0.0 -0.1 -0.1
H 0.2 -0.1 0.1
H 0.0 -0.1 0.2
H 0.1 0.0 0.1

- lowest unoccupied orbital energy (eV) = -3.23
- largest force on an atom (eV Å⁻¹) = 3.8
- total charge = +1
- gap between HOMO and LUMO (Eh) = 0.33501
- highest occupied orbital energy (eV) = -12.34

(4)
Below is 11 unconnected molecules or ions with the total composition C60H61BN10O8, with properties calculated with ωB97M-V with the def2-TZVPD basis set.

Each line ends with the Mulliken charge.
CARTESIAN COORDINATES (ANGSTROEM)
C1 -6.573 -5.701 -1.027  -0.894
C2 -5.656 -4.574 -0.284  -0.005
O1 -4.237 -4.881 -0.411  -0.486
B1 -3.541 -4.802 0.838  0.414
O2 -2.599 -5.884 1.112  -0.502
C3 -3.744 -3.544 1.885  0.690
C4 -3.134 -2.267 1.783  0.067
C5 -2.108 -1.663 0.730  -0.728
C6 -0.687 -2.367 0.976  0.606
O3 -0.619 -3.364 1.747  -0.524
O4 0.539 -1.959 0.375  -0.331
C7 0.524 -0.559 0.031  0.559
C8 0.898 0.505 1.164  -0.589
O5 0.176 -0.244 -1.142  -0.562
C9 -3.750 -1.492 3.032  0.287
O6 -3.593 -0.246 3.075  -0.557
O7 -4.413 -2.370 3.928  -0.302
C10 -4.702 -3.562 3.156  0.510
O8 -5.546 -4.386 3.545  -0.538
H1 -6.722 -6.524 -0.242  0.271
H2 -6.109 -6.067 -2.001  0.140
H3 -7.573 -5.187 -1.232  0.301
H4 -6.046 -4.521 0.787  0.123
H5 -5.822 -3.581 -0.857  0.167
H6 -3.053 -6.470 1.771  0.330
H7 -2.462 -1.678 -0.353  0.468
H8 -1.982 -0.547 1.011  0.304
H9 1.590 1.321 0.743  0.124
H10 -0.069 1.024 1.532  0.273
H11 1.354 0.021 2.100  0.357
N1 -7.512 -0.637 -1.188  -0.557
C11 -8.656 -1.106 -1.712  -0.343
C12 -9.808 -1.327 -0.975  -0.294
C13 -9.780 -1.053 0.385  -0.457
C14 -8.610 -0.569 0.953  -0.029
C15 -7.513 -0.378 0.129  -0.258
H12 -8.627 -1.309 -2.778  0.364
H13 -10.704 -1.705 -1.452  0.397
H14 -10.661 -1.214 0.996  0.390
H15 -8.552 -0.344 2.010  0.225
H16 -6.576 0.002 0.526  0.543
N2 3.558 2.663 0.808  -0.278
C16 4.479 2.163 -0.034  -0.365
C17 5.826 2.486 0.017  -0.346
C18 6.250 3.379 0.990  -0.112
C19 5.321 3.911 1.871  -0.557
C20 3.998 3.523 1.741  -0.434
H17 4.098 1.472 -0.779  0.479
H18 6.525 2.051 -0.687  0.258
H19 7.296 3.657 1.061  0.393
H20 5.617 4.612 2.643  0.533
H21 3.234 3.910 2.409  0.402
N3 -0.304 2.907 -5.245  -0.614
C21 -0.353 1.786 -4.505  -0.329
C22 0.526 1.505 -3.471  -0.310
C23 1.517 2.432 -3.183  -0.012
C24 1.591 3.598 -3.932  -0.528
C25 0.663 3.788 -4.943  -0.249
H22 -1.143 1.091 -4.771  0.388
H23 0.439 0.585 -2.904  0.497
H24 2.225 2.248 -2.382  0.454
H25 2.353 4.342 -3.734  0.399
H26 0.678 4.685 -5.554  0.366
N4 8.111 2.335 -2.513  -0.258
C26 8.164 2.487 -3.845  -0.079
C27 9.318 2.332 -4.594  -0.513
C28 10.492 2.006 -3.930  -0.195
C29 10.467 1.845 -2.552  -0.668
C30 9.260 2.017 -1.894  -0.031
H27 7.222 2.744 -4.317  0.252
H28 9.300 2.463 -5.669  0.391
H29 11.417 1.877 -4.481  0.368
H30 11.364 1.590 -2.001  0.354
H31 9.188 1.899 -0.817  0.334
N5 -8.852 -7.249 -1.846  -0.209
C31 -10.005 -7.070 -1.183  -0.069
C32 -11.257 -7.261 -1.747  -0.666
C33 -11.325 -7.657 -3.075  -0.105
C34 -10.148 -7.847 -3.784  -0.609
C35 -8.946 -7.633 -3.129  -0.135
H32 -9.900 -6.757 -0.149  0.381
H33 -12.155 -7.104 -1.163  0.361
H34 -12.286 -7.815 -3.552  0.360
H35 -10.164 -8.155 -4.822  0.354
H36 -7.999 -7.772 -3.640  0.341
N6 6.151 1.898 -6.602  -0.248
C36 5.012 2.061 -5.911  -0.258
C37 3.751 1.856 -6.442  -0.050
C38 3.654 1.462 -7.769  -0.370
C39 4.815 1.288 -8.509  -0.485
C40 6.031 1.515 -7.884  -0.245
H37 5.138 2.373 -4.879  0.401
H38 2.866 2.000 -5.835  0.170
H39 2.683 1.292 -8.222  0.400
H40 4.777 0.982 -9.547  0.365
H41 6.967 1.389 -8.418  0.345
N7 5.423 6.902 4.104  -0.529
C41 6.091 7.323 5.191  -0.127
C42 6.942 8.416 5.199  -0.552
C43 7.121 9.117 4.016  -0.099
C44 6.446 8.705 2.876  -0.526
C45 5.614 7.601 2.970  -0.107
H42 5.921 6.741 6.091  0.389
H43 7.453 8.711 6.107  0.371
H44 7.781 9.978 3.982  0.384
H45 6.563 9.229 1.936  0.393
H46 5.062 7.242 2.107  0.409
N8 -5.106 -9.836 0.067  -0.436
C46 -4.001 -9.157 -0.281  -0.144
C47 -2.720 -9.519 0.106  -0.481
C48 -2.568 -10.644 0.903  -0.217
C49 -3.694 -11.364 1.279  -0.359
C50 -4.931 -10.922 0.837  -0.232
H47 -4.172 -8.283 -0.901  0.414
H48 -1.863 -8.934 -0.207  0.388
H49 -1.582 -10.959 1.227  0.370
H50 -3.612 -12.247 1.900  0.351
H51 -5.840 -11.453 1.101  0.346
N9 -7.903 1.915 3.217  -0.382
C51 -7.772 3.244 3.074  -0.303
C52 -6.777 3.990 3.684  -0.372
C53 -5.864 3.329 4.494  -0.251
C54 -5.978 1.957 4.660  -0.473
C55 -7.006 1.301 4.004  -0.062
H52 -8.511 3.715 2.433  0.357
H53 -6.717 5.061 3.530  0.358
H54 -5.070 3.878 4.989  0.369
H55 -5.284 1.408 5.284  0.351
H56 -7.134 0.228 4.101  0.424
N10 9.790 6.220 6.312  -0.402
C56 9.852 6.375 4.980  0.124
C57 11.014 6.222 4.239  -0.631
C58 12.182 5.894 4.912  -0.227
C59 12.146 5.730 6.289  -0.348
C60 10.934 5.901 6.938  -0.234
H57 8.914 6.634 4.500  0.289
H58 11.005 6.356 3.165  0.360
H59 13.112 5.767 4.368  0.369
H60 13.039 5.474 6.846  0.353
H61 10.854 5.780 8.013  0.358

Force components x, y, z for each atom (eV/Å):
C 0.6 1.1 1.5
C -1.6 0.5 -2.0
O 0.4 0.1 3.2
B 0.4 -1.6 -1.3
O -2.4 1.5 0.4
C 0.5 2.0 -0.2
C -2.3 -3.0 1.4
C 0.3 1.0 1.2
C 0.4 -4.0 2.7
O -0.2 4.1 -3.3
O -2.4 1.8 0.7
C -1.2 1.7 -3.4
C -0.3 -0.4 0.2
O 1.6 -1.5 5.4
C 2.2 3.2 -1.9
O -1.2 -4.8 1.2
O 0.1 0.7 -2.5
C -0.7 -1.6 0.5
O 3.4 3.2 -1.7
H 0.1 0.9 -1.6
H -0.6 0.4 1.4
H 1.4 -0.9 0.3
H 0.8 0.2 -1.3
H 0.2 -1.4 1.3
H 0.8 0.6 -0.7
H 0.5 -0.3 1.5
H -0.3 -1.7 -0.5
H -1.0 -1.3 0.6
H 1.4 -0.9 -0.9
H -0.5 0.5 -1.6
N -0.5 -0.1 0.4
C 0.5 0.2 0.1
C 0.0 0.0 0.1
C 0.0 0.0 0.0
C -0.1 -0.1 0.0
C 0.1 -0.1 -0.6
H -0.1 0.0 0.0
H 0.1 0.0 0.0
H 0.1 0.0 0.0
H 0.0 0.1 -0.1
H -0.1 0.0 0.1
N 0.6 0.1 0.0
C -0.4 0.2 0.4
C 0.1 -0.1 0.1
C 0.0 0.0 0.0
C 0.1 0.0 -0.1
C -0.4 -0.3 -0.3
H 0.1 0.0 0.0
H -0.1 0.1 -0.1
H -0.1 0.0 0.0
H -0.1 0.0 0.0
H 0.1 0.0 0.0
N 0.4 -0.1 0.4
C 0.0 0.5 -0.4
C 0.1 -0.1 -0.1
C 0.1 0.0 0.0
C 0.0 -0.1 0.1
C -0.5 -0.3 -0.2
H 0.0 0.0 0.1
H 0.0 0.4 -0.3
H -0.1 0.0 0.0
H 0.0 0.0 0.0
H 0.1 0.0 0.0
N 0.7 -0.1 -0.3
C -0.3 0.0 0.5
C 0.2 0.0 0.1
C 0.0 0.0 0.0
C 0.0 0.0 -0.1
C -0.5 0.1 -0.2
H 0.2 0.0 -0.1
H -0.1 0.0 0.1
H -0.1 0.0 0.0
H -0.1 0.0 0.0
H 0.1 0.0 0.0
N -0.9 -0.3 -0.4
C 0.6 -0.1 -0.2
C 0.0 0.0 -0.1
C -0.1 0.0 0.0
C -0.1 0.0 0.1
C 0.2 0.2 0.6
H -0.1 0.0 0.0
H 0.1 0.0 0.0
H 0.1 0.0 0.0
H 0.0 0.0 0.1
H -0.1 0.0 0.0
N -0.6 -0.1 -0.3
C 0.6 0.0 -0.2
C -0.1 -0.1 -0.1
C 0.0 0.0 -0.1
C -0.1 0.0 0.1
C 0.2 0.1 0.5
H -0.1 0.0 0.0
H 0.1 0.0 0.0
H 0.1 0.0 0.0
H 0.0 0.0 0.1
H -0.1 0.0 0.0
N 0.5 0.6 -0.1
C -0.4 -0.3 -0.3
C 0.0 0.1 -0.1
C 0.0 0.1 0.0
C 0.1 0.0 0.1
C -0.2 -0.4 0.4
H 0.1 0.1 0.0
H 0.0 -0.1 0.0
H 0.0 -0.1 0.0
H 0.0 0.0 0.0
H 0.0 0.0 0.0
N 0.6 -0.2 0.2
C -0.6 -0.2 0.0
C 0.0 -0.1 0.1
C 0.1 0.0 0.0
C 0.1 0.1 0.0
C -0.2 0.4 -0.3
H 0.1 0.0 0.0
H -0.1 0.0 0.0
H -0.1 0.0 0.0
H 0.0 0.0 0.0
H 0.1 0.0 0.0
N 0.5 0.4 0.3
C -0.2 -0.5 0.0
C 0.1 -0.1 0.1
C 0.0 0.0 0.0
C 0.1 0.1 0.0
C -0.4 0.1 -0.4
H 0.1 0.0 0.0
H 0.0 -0.1 0.0
H -0.1 0.0 0.0
H 0.0 0.0 -0.1
H 0.1 0.0 0.1
N 0.6 0.0 -0.3
C -0.2 -0.1 0.5
C 0.1 0.0 0.1
C 0.1 0.0 0.0
C 0.0 0.0 -0.1
C -0.6 0.1 -0.1
H 0.1 0.0 0.0
H 0.0 0.0 0.1
H -0.1 0.0 0.0
H -0.1 0.0 0.0
H 0.1 0.0 0.0

- lowest unoccupied orbital energy (eV) = -1.04
- largest force on an atom (eV Å⁻¹) = 5.8
- total charge = 0
- gap between HOMO and LUMO (Eh) = 0.30930
- SMILES = CCOB(O)C1=C(CC(=O)OC(C)=O)C(=O)OC1=O.c1ccncc1.c1ccncc1.c1ccncc1.c1ccncc1.c1ccncc1.c1ccncc1.c1ccncc1.c1ccncc1.c1ccncc1.c1ccncc1
- highest occupied orbital energy (eV) = -9.45